# 1
Density functional theory data (ωB97M-V/def2-TZVPD) for a cluster of 2 separate species, C36H49FNO7S in total in a non-equilibrium geometry.

XYZ file:
```
95
Properties=species:S:1:pos:R:3
C -2.93410 3.97694 5.83829
C -3.78210 2.76400 5.13089
C -5.22718 2.78505 5.84765
C -3.86690 3.19836 3.55862
C -2.92256 1.43265 5.38215
C -3.70421 0.03989 5.18259
C -4.55463 -0.42612 6.50236
C -4.73282 0.00292 3.95099
C -2.55170 -1.05666 4.82522
C -1.67075 -1.52860 6.02171
C -0.49601 -2.54058 5.81439
C -0.16801 -3.09310 4.37556
O 0.94687 -4.00129 4.17150
C 1.59623 -3.54954 2.95549
C 3.15197 -3.97447 2.85000
O 3.56444 -3.71984 1.48244
C 4.26733 -2.47101 1.33833
C 3.42736 -1.29643 0.63431
N 3.13916 -1.50985 -0.81401
C 1.97054 -2.28314 -1.17669
F 1.19263 -2.79744 -0.12544
C 1.50799 -2.59119 -2.62109
C 2.34072 -1.98401 -3.78238
C 1.92990 -2.19666 -5.31910
O 2.59889 -2.98098 -6.01848
O 0.83151 -1.45899 -5.92003
S -0.61358 -2.31370 -5.71646
C -0.32574 -4.12459 -5.44985
O -1.43551 -1.66423 -4.63892
O -1.37740 -2.19137 -7.01495
C 3.59909 -1.15358 -3.41112
C 3.95826 -0.94468 -1.89121
C 5.25354 -0.03551 -1.60631
C 4.79626 1.48239 -1.96398
C 5.03048 2.15446 -3.34417
C 4.50696 3.61717 -3.59917
C 3.77246 4.39766 -2.46614
C 3.56756 3.69501 -1.07165
C 4.04717 2.24633 -0.80654
C -1.10511 -2.60410 3.22142
C -2.27764 -1.59837 3.39866
H -2.93381 4.92429 5.20197
H -1.83550 3.60148 5.84309
H -3.21604 4.13402 6.93366
H -5.48612 3.90355 6.00283
H -5.20950 2.34110 6.91711
H -6.07373 2.35259 5.21507
H -3.97316 4.32715 3.42395
H -2.87952 2.87361 3.04511
H -4.74202 2.67316 3.01465
H -2.57131 1.45765 6.48766
H -1.98614 1.41636 4.72874
H -5.67320 -0.32879 6.21493
H -4.38334 0.32939 7.33986
H -4.36959 -1.51403 6.78842
H -4.98238 -1.08514 3.63674
H -4.30068 0.48861 2.99055
H -5.73455 0.50418 4.16649
H -1.84068 -1.14565 7.08233
H 0.16662 -2.91031 6.67612
H 1.57626 -2.39859 2.81940
H 1.06544 -4.09182 2.08164
H 3.81798 -3.48210 3.64503
H 3.20390 -5.11206 3.06445
H 5.18843 -2.69207 0.66847
H 4.69272 -2.04461 2.31375
H 2.44916 -1.14265 1.23166
H 4.02284 -0.32391 0.77766
H 0.57729 -3.24807 -2.74973
H 0.15840 -4.55703 -6.40261
H -1.33925 -4.61786 -5.21160
H 0.36572 -4.37181 -4.56742
H 4.19858 -0.70355 -4.26865
H 5.64032 -0.09371 -0.53645
H 6.08215 -0.30953 -2.36589
H 5.55726 1.58764 -4.17970
H 4.63151 4.13515 -4.60417
H 3.40130 5.46765 -2.64811
H 3.02343 4.22793 -0.21711
H 3.87401 1.77100 0.21667
H -0.90627 -2.98468 2.15465
H -2.88415 -1.27384 2.49443
C -1.44505 2.08971 -8.61118
C -1.39945 1.19377 -7.39395
C -0.28734 1.82392 -6.57941
O -0.29760 3.22605 -6.87750
C -1.14713 3.44998 -8.01206
H -2.39648 2.05841 -9.14472
H -0.65078 1.80691 -9.31023
H -2.34638 1.26137 -6.84834
H -1.21472 0.14468 -7.62728
H 0.69226 1.42660 -6.86944
H -0.41898 1.67599 -5.50437
H -2.06185 3.93512 -7.65483
H -0.65023 4.12002 -8.71717
```

The calculation puts the maximum force at 7.81 eV/Å. The highest occupied orbital energy is -10.077 eV. The charge is +1.

***

# 2
Density functional theory data (ωB97M-V/def2-TZVPD) for a cluster of 3 separate species, C36H49N3O4 in total in a non-equilibrium geometry.

XYZ file:
```
92
Properties=species:S:1:pos:R:3
C -0.15509 1.79804 5.38397
C 0.31698 0.80487 4.90410
C 0.75245 -0.34999 4.15913
C 0.24224 -1.61814 4.43743
C 0.64336 -2.70021 3.66774
C 1.54044 -2.56873 2.62545
C 2.06127 -1.31038 2.34044
C 1.67277 -0.21142 3.11408
C 2.28477 1.11521 2.75638
O 2.64705 1.93083 3.56738
C 2.46358 1.32582 1.28398
C 2.26156 2.57903 0.72581
C 2.45005 2.72701 -0.64030
C 2.85056 1.64125 -1.42263
C 3.03761 1.84355 -2.91664
C 1.68112 2.04313 -3.62988
N 1.53974 3.42323 -4.11176
C 3.05297 0.39554 -0.84831
C 2.84722 0.23472 0.51735
C 3.01000 -1.08464 1.19828
O 3.80910 -1.91453 0.83793
H -0.61272 2.67361 5.77628
H -0.46494 -1.74645 5.24425
H 0.21867 -3.66987 3.89724
H 1.83563 -3.40732 2.00864
H 1.94685 3.37948 1.37891
H 2.29697 3.70367 -1.08265
H 3.67185 2.71464 -3.08113
H 3.53239 0.95964 -3.31898
H 0.88007 1.78753 -2.92370
H 1.58048 1.36216 -4.47555
H 1.62986 4.06447 -3.33182
H 0.60649 3.56369 -4.48124
H 3.35264 -0.46149 -1.43897
C 1.84722 -6.49538 -1.99149
C 0.62709 -6.06354 -1.14947
C -0.66655 -6.31509 -1.92805
C -0.87987 -5.33424 -3.08184
C -0.78231 -3.88834 -2.59597
C 0.50103 -3.59600 -1.81611
N 0.72779 -4.62444 -0.75788
O -0.00365 -4.37896 0.28204
C 1.70320 -3.52748 -2.77625
C 0.41224 -2.21915 -1.17257
C 0.65106 -6.93278 0.10457
H 2.02996 -7.56224 -1.86537
H 1.71552 -6.33475 -3.05964
H 2.74999 -5.97395 -1.67231
H -1.51871 -6.24387 -1.24462
H -0.65623 -7.33963 -2.30709
H -0.15664 -5.51734 -3.88110
H -1.86460 -5.50258 -3.52214
H -0.84620 -3.20280 -3.44397
H -1.64594 -3.67466 -1.95774
H 2.63732 -3.44738 -2.21749
H 1.61689 -2.64211 -3.40742
H 1.77881 -4.37659 -3.44966
H -0.47045 -2.10114 -0.54602
H 0.36481 -1.44996 -1.94466
H 1.29342 -2.02265 -0.56020
H 1.55817 -6.75542 0.68489
H 0.63175 -7.98288 -0.18649
H -0.20823 -6.75401 0.74774
C -3.61822 4.61779 -0.78328
C -2.64183 3.55514 -0.23485
C -3.40616 2.49529 0.56113
C -3.90623 2.99821 1.91468
C -2.76238 3.60394 2.72678
C -1.97730 4.67764 1.96953
N -1.58572 4.18514 0.61428
O -0.55727 3.40631 0.70144
C -2.80396 5.97167 1.86480
C -0.72411 5.04472 2.76086
C -1.98842 2.90824 -1.45400
H -4.04775 4.28076 -1.72644
H -4.45868 4.81590 -0.12109
H -3.10497 5.55936 -0.98108
H -2.75505 1.63096 0.72788
H -4.24700 2.14062 -0.03961
H -4.71008 3.72786 1.78313
H -4.34230 2.16574 2.46996
H -3.15026 4.03628 3.65236
H -2.07909 2.79981 3.02039
H -2.30622 6.69631 1.21873
H -2.90429 6.42294 2.85204
H -3.81401 5.82006 1.49372
H -0.11073 4.17416 2.99008
H -1.01622 5.50086 3.70713
H -0.11043 5.76303 2.21457
H -1.41961 3.64323 -2.02784
H -2.76333 2.49551 -2.09993
H -1.31928 2.09388 -1.18027
```

Its expectation value of S² is 2.01. Its multiplicity is 3. The calculation puts the maximum force at 1.89 eV/Å. The highest occupied orbital energy (spin up / spin down) is -8.505 / -8.984 eV. The charge is 0.

***

# 3
Density functional theory data (ωB97M-V/def2-TZVPD) for a structure of composition C36H50As2IrN3Si.

XYZ file:
```
93
Properties=species:S:1:pos:R:3
Ir 0.03048 -0.13164 1.98579
C -1.56512 -0.64023 4.47329
C -0.51865 -1.77967 4.44012
N 0.64265 -1.47526 3.55155
C 1.80404 -0.90225 4.30424
C 2.49288 0.16403 3.48004
N 1.48224 1.04116 2.81249
C 0.84231 2.08209 3.67861
C -0.26932 1.49315 4.53264
N -1.11660 0.56438 3.72887
H -1.81968 -0.38230 5.50249
H -2.47819 -0.98042 3.98812
H -0.99266 -2.68561 4.06498
H -0.15143 -2.00846 5.44049
H 0.94935 -2.34870 3.13243
H 2.51455 -1.68932 4.55473
H 1.44199 -0.50453 5.24741
H 3.07436 -0.29626 2.68273
H 3.16375 0.76359 4.09780
H 1.97620 1.53474 2.07333
H 0.42962 2.83299 3.00305
H 1.59798 2.56223 4.30314
H -0.87403 2.30567 4.93680
H 0.12444 0.95154 5.38841
H -1.94735 1.07410 3.44350
C -0.99286 0.79283 -2.54202
C -0.37069 1.67276 -1.44684
As -1.00659 1.33106 0.37951
C -1.65092 3.01118 1.04070
C -2.78043 3.06547 1.85644
C -3.16309 4.27520 2.42105
C -2.41953 5.42290 2.17858
C -1.29257 5.36743 1.36899
C -0.90277 4.16225 0.80105
C -2.45292 0.06862 0.37745
C -3.80006 0.23234 0.09707
C -4.68717 -0.79435 0.41207
C -4.23732 -1.95970 1.02094
C -2.88911 -2.12649 1.31916
C -2.00425 -1.10839 0.99545
As 0.30250 -0.36243 -3.45526
C -0.44884 -1.03496 -5.03433
C 0.41783 -1.54413 -6.01372
C -0.11130 -2.05446 -7.18391
C -1.49041 -2.08014 -7.36801
C -2.35202 -1.60042 -6.38351
C -1.83938 -1.09184 -5.20623
C 1.90342 0.60329 -3.82125
C 2.01132 1.32414 -5.01245
C 3.16256 2.05947 -5.24837
C 4.19415 2.05929 -4.31820
C 4.08564 1.32753 -3.14154
C 2.94007 0.59125 -2.88828
H -1.41201 1.41347 -3.33663
H -1.79231 0.14811 -2.17660
H -0.61629 2.71743 -1.63476
H 0.71796 1.60489 -1.42192
H -3.39010 2.18342 2.02258
H -4.05199 4.32546 3.03583
H -2.72545 6.36504 2.61283
H -0.72031 6.26434 1.17368
H -0.02127 4.13713 0.16880
H -4.16705 1.15085 -0.34482
H -5.73899 -0.68054 0.18524
H -4.93966 -2.74819 1.25616
H -2.53720 -3.04934 1.76247
H -0.90445 -1.41644 0.99045
H 1.49063 -1.52852 -5.86426
H 0.54636 -2.43704 -7.95210
H -1.89976 -2.48301 -8.28482
H -3.42134 -1.62815 -6.54095
H -2.51330 -0.72369 -4.44285
H 1.21080 1.32356 -5.74095
H 3.25599 2.62787 -6.16373
H 5.09402 2.62568 -4.51712
H 4.90257 1.31953 -2.43258
H 2.86260 -0.00636 -1.98744
C 3.23810 -2.98537 1.72457
Si 1.90808 -2.63747 0.44945
C 2.59865 -2.99452 -1.24743
C 0.42994 -3.76090 0.75222
C 1.33219 -0.83148 0.47210
H 3.64885 -3.97890 1.52860
H 2.91655 -2.99984 2.76834
H 4.07135 -2.28331 1.64047
H 2.92424 -4.03414 -1.32313
H 3.46395 -2.36873 -1.47710
H 1.84571 -2.83539 -2.02488
H 0.74246 -4.80573 0.69233
H -0.34147 -3.61805 -0.01028
H -0.05010 -3.63924 1.73010
H 2.22147 -0.18433 0.42310
H 0.86151 -0.70286 -0.51661
```

Its expectation value of S² is 0.76. The energy above the lowest of the compared OMol25 structures with the same formula, charge and spin is 0.000 eV. Its multiplicity is 2. The calculation puts the maximum force at 0.07 eV/Å. The highest occupied orbital energy (spin up / spin down) is -16.017 / -16.553 eV. The charge is +3.

***

# 4
Density functional theory data (ωB97M-V/def2-TZVPD) for a structure of composition C36H50CsN4O2SSe in a non-equilibrium geometry.

XYZ file:
```
95
Properties=species:S:1:pos:R:3
Cs 2.87857 0.08699 -0.22296
C -3.69007 -2.45935 -5.14863
C -3.72366 -1.90025 -3.72071
C -4.47953 -0.57311 -3.75116
C -4.51005 -2.87648 -2.83525
C -2.30749 -1.73779 -3.17903
C -1.79976 -0.53905 -2.69835
C -0.52632 -0.45406 -2.16382
Se 0.08496 1.18894 -1.39471
C -0.82804 1.12300 0.31010
C -2.19999 1.08606 0.35860
C -2.88823 0.94518 1.56442
C -2.11091 0.88431 2.71167
C -0.71310 0.94227 2.72512
C -0.01866 1.06053 1.49097
O 1.27061 1.08757 1.38535
C -0.03379 0.89785 4.10339
C 1.49835 0.90940 4.08464
C -0.47989 2.12080 4.92016
C -0.45197 -0.37528 4.85820
C -4.40869 0.83017 1.56047
C -4.81542 -0.41476 0.75872
C -5.03227 2.07101 0.91072
C -4.98911 0.69470 2.96709
C 0.36544 -1.56752 -2.10868
O 1.55030 -1.42011 -1.61584
C -0.14941 -2.80265 -2.61637
C -1.44716 -2.83330 -3.11032
C 0.62260 -4.13385 -2.63490
C 0.69219 -4.67180 -4.07202
C 2.06446 -4.05689 -2.12257
C -0.11177 -5.16025 -1.76030
H -4.70728 -2.59083 -5.52979
H -3.15282 -1.78911 -5.82224
H -3.19245 -3.42925 -5.18722
H -5.48314 -0.73230 -4.15478
H -4.58931 -0.13864 -2.75577
H -3.97728 0.16603 -4.37815
H -5.52542 -3.01647 -3.21822
H -4.02632 -3.85409 -2.80407
H -4.57653 -2.50868 -1.80980
H -2.39987 0.36167 -2.72619
H -2.74712 1.14559 -0.57666
H -2.61379 0.78998 3.66640
H 1.90838 1.79642 3.60828
H 1.83337 0.86424 5.12863
H 1.91140 0.05805 3.54761
H -0.18007 3.04701 4.42630
H -1.56330 2.15293 5.04568
H -0.02421 2.09847 5.91548
H -0.14882 -1.26562 4.30427
H 0.02675 -0.40385 5.84198
H -1.52957 -0.43182 5.01274
H -4.43503 -0.37462 -0.26317
H -4.40071 -1.31378 1.21854
H -5.90429 -0.51712 0.71336
H -4.68087 2.20770 -0.11252
H -6.12272 1.98679 0.88265
H -4.76827 2.97034 1.47080
H -4.61592 -0.19280 3.48145
H -4.76045 1.55947 3.59419
H -6.07686 0.60758 2.90204
H -1.81812 -3.78879 -3.46917
H 1.22029 -3.97070 -4.72108
H 1.23158 -5.62386 -4.08637
H -0.29375 -4.84029 -4.50655
H 2.66899 -3.35412 -2.69113
H 2.11721 -3.73414 -1.08621
H 2.49698 -5.06062 -2.21039
H -1.13074 -5.34210 -2.10530
H 0.42264 -6.11521 -1.76954
H -0.16953 -4.81148 -0.72761
C 6.82707 3.90716 1.67943
C 5.83267 3.15320 0.84761
N 5.85030 1.91262 0.55952
N 6.85742 1.16648 1.11689
C 7.03032 -0.15297 0.77013
N 7.90792 -0.76166 1.64784
S 6.36913 -0.90806 -0.51307
C 4.63972 3.94456 0.31926
C 4.49265 5.28746 0.63230
C 3.35950 5.95072 0.17133
C 2.43239 5.24653 -0.56340
C 2.66188 3.89619 -0.81534
N 3.74728 3.25855 -0.39143
H 7.75739 3.37230 1.86520
H 6.39468 4.19519 2.64041
H 7.10703 4.83089 1.17436
H 7.45302 1.56885 1.82400
H 7.83453 -0.50003 2.61866
H 8.01174 -1.74914 1.48315
H 5.22027 5.81287 1.22954
H 3.21179 6.99870 0.39910
H 1.52543 5.70395 -0.93464
H 1.94070 3.30133 -1.36322
```

The energy above the lowest of the compared OMol25 structures with the same formula, charge and spin is 0.434 eV. The calculation puts the maximum force at 2.81 eV/Å. The highest occupied orbital energy is -3.576 eV. The charge is -1.